[1]
Entry from OMol25: a molecular structure, C34H40Cl10N4O8 at a distorted geometry (ωB97M-V/def2-TZVPD).

Geometry as ORCA input:
```
! wB97M-V def2-TZVPD RIJCOSX def2/J DEFGRID3
* xyz 0 1
O 0.291 5.763 5.224
H -4.152 -5.124 -3.292
H -6.936 -0.229 -2.669
N 0.544 5.074 4.262
Cl -6.835 1.999 -2.002
C -3.295 -3.591 -2.075
H -0.853 -2.610 4.041
C 0.143 -2.324 -0.806
H 0.091 -3.385 -1.021
H -1.892 1.624 5.906
C -0.353 0.985 4.500
N -2.420 3.412 -1.654
O -1.243 3.112 -1.649
H 2.699 -2.513 -7.206
H 3.597 -3.936 -5.465
Cl -0.373 -4.879 4.264
H 6.544 1.534 -1.631
C 3.901 -3.187 3.436
C 6.152 0.316 0.079
H 3.522 -2.476 4.169
H 5.147 -4.075 4.919
C -1.273 -3.505 3.587
H -2.323 -3.642 3.817
H -1.607 7.037 0.976
H 1.331 0.688 3.229
H -1.260 3.940 5.846
C 2.079 -0.952 -5.867
C 3.187 -2.533 -3.870
H 2.201 -2.513 -0.163
C 3.234 -2.954 -5.192
H -4.052 7.513 1.233
H 3.697 -5.074 4.495
O 2.764 1.012 1.192
C 1.985 -0.579 -4.548
C -2.352 6.448 0.464
C 1.400 -0.572 0.188
C -1.068 1.894 5.260
H 4.884 1.574 -1.108
C 0.241 3.654 4.348
N 1.469 0.754 -4.230
Cl 2.560 -3.626 2.335
H -5.985 0.726 -3.798
Cl -3.915 -6.126 -1.195
O 1.083 1.437 -5.149
Cl -1.981 -4.577 1.158
H 0.458 1.370 0.302
C 0.692 1.425 3.693
C -4.635 5.923 -0.062
C -4.926 0.110 -2.005
H 3.615 -3.133 -3.076
O 3.506 -0.983 0.934
O 1.466 1.094 -3.074
Cl -1.655 -3.923 -2.688
C 2.515 -1.359 -3.542
H -0.876 5.164 -0.387
H -4.886 4.144 -1.311
N 2.641 -0.143 0.844
H -0.049 -3.435 1.826
H -0.528 -0.078 4.619
C -1.096 -3.353 2.092
C 0.962 2.777 3.579
H -3.243 -3.311 -1.028
C -0.870 -1.423 -1.057
C -2.863 4.562 -0.874
C -1.929 5.406 -0.347
H 1.690 -0.287 -6.625
O 1.056 5.462 3.237
C 1.313 -1.898 -0.201
C -0.794 -0.113 -0.595
H -5.079 0.203 -0.931
O -3.275 2.801 -2.256
H -4.095 0.778 -2.236
H 4.643 -2.707 2.808
Cl 7.915 -0.003 0.251
C 5.913 1.544 -0.744
C 4.454 -4.387 4.143
C 0.353 0.325 0.050
H 5.772 0.434 1.089
C -4.220 4.827 -0.799
H -5.248 -4.405 -2.133
Cl -4.433 -1.523 -2.482
H 1.693 3.120 2.857
H -5.689 6.154 0.020
H 5.698 -0.583 -0.321
C 2.684 -2.155 -6.185
C -6.169 0.540 -2.746
H 2.424 -1.074 -2.505
Cl 6.235 3.048 0.140
Cl 5.489 -5.370 3.022
H -3.683 -2.761 -2.663
H -1.785 -1.717 -1.556
H -1.484 -2.367 1.837
C -3.701 6.702 0.607
C -4.225 -4.752 -2.272
H -1.600 0.576 -0.805
C -0.729 3.236 5.222
*
```

Energy above the lowest of the compared OMol25 structures with the same formula, charge and spin: 193.5 kJ/mol
Gap between HOMO and LUMO: 9.24 eV
Electronic energy: -183459.413 eV
LUMO energy: -0.8 eV

[2]
Entry from OMol25: 7 unconnected molecules or ions with the total composition C34H40N2O20 at a distorted geometry (ωB97M-V/def2-TZVPD).

Geometry as ORCA input:
```
! wB97M-V def2-TZVPD RIJCOSX def2/J DEFGRID3
* xyz 0 1
O 2.145 -5.477 1.611
O 5.868 -4.421 -1.997
C -3.307 -2.161 -3.619
O -3.063 6.459 0.724
C -3.375 0.574 3.781
H -6.255 -1.843 -1.786
C 2.358 -0.268 -3.847
C 2.775 3.549 2.234
H -0.871 6.383 -0.346
O 6.669 -5.052 0.445
C 2.745 0.912 -1.753
O 1.414 2.889 -1.310
H 0.462 -3.092 0.724
C -0.811 -0.108 -0.329
H -6.128 -2.046 -3.536
C -2.791 5.285 0.902
C -6.111 -1.302 -2.734
H 7.123 -4.705 -0.346
H -6.930 -0.596 -2.846
O 1.157 0.858 -5.509
C 5.373 -5.038 0.196
O -4.860 1.865 2.462
H 3.284 -4.574 -2.591
O 4.735 5.412 5.320
O 5.451 5.989 2.822
O 0.467 0.500 2.077
H -5.431 0.923 0.581
H 0.977 -1.453 2.194
C 3.030 -5.302 0.812
C 1.505 0.854 -4.345
H 5.874 6.147 3.686
H -1.902 2.676 0.930
H 4.211 4.676 1.007
C 4.987 -4.693 -1.225
H 0.517 -2.478 -0.943
O -2.221 -2.734 2.998
C -4.232 0.850 2.630
H -2.994 -0.588 -2.208
C 2.971 -0.216 -2.664
C 2.666 -5.040 -0.628
H -1.854 -0.368 -0.127
H -3.625 -1.651 -4.540
C -3.600 -1.367 1.679
C -3.270 -4.387 -4.347
C -0.484 5.530 0.199
N 0.002 -1.020 0.448
C 3.070 3.871 4.684
H -3.340 1.329 4.555
H 3.709 -0.964 -2.401
C 0.006 -2.404 0.015
H -1.024 -2.763 -0.118
H -3.988 -5.174 -4.566
C -3.762 -1.324 -2.462
H -3.665 -2.098 0.881
H -2.377 -4.822 -3.874
C 4.135 4.834 4.452
H 1.032 1.938 3.221
O -4.994 0.060 0.485
C 4.452 -5.312 1.118
H -1.309 3.453 2.416
O 1.370 -5.087 -0.903
H -0.509 0.918 -0.158
H 0.171 5.889 1.003
C -2.672 -0.560 3.862
O -3.885 -3.442 -3.524
H -3.888 -1.960 -1.570
H 2.817 3.662 5.715
O 1.471 2.408 3.960
H -0.695 -0.255 -1.410
O -4.914 -0.557 -2.698
H 0.449 2.658 -3.734
H 0.125 4.917 -0.468
O 3.351 1.058 -0.718
C -4.242 -0.202 1.544
O 2.537 -1.288 -4.689
C 1.143 1.903 -3.393
H -3.547 4.538 1.205
H 0.900 -5.426 -0.121
C 3.571 -4.737 -1.561
C 2.420 3.271 3.680
H 2.221 -1.024 -5.570
N -1.568 4.730 0.729
H -1.358 -1.602 4.744
H -0.194 3.214 1.111
H -2.924 -3.971 -5.305
C 1.709 1.930 -2.181
H 4.727 -5.483 2.154
C 0.498 -0.637 1.634
O 2.214 2.960 1.348
C -2.754 -1.665 2.834
O -1.881 -0.802 4.906
C 3.807 4.544 2.006
C -1.234 3.443 1.323
H 1.909 2.832 -0.461
H -2.213 -2.261 -3.605
C 4.471 5.113 3.019
*
```

Energy above the lowest of the compared OMol25 structures with the same formula, charge and spin: 29.9 kJ/mol
Gap between HOMO and LUMO: 7.28 eV
Electronic energy: -79833.739 eV
LUMO energy: -1.7 eV
SMILES: O=C1C=C(O)C(=O)C=C1O.O=C1C=C(O)C(=O)C=C1O.O=C1C=C(O)C(=O)C=C1O.O=C1C=C(O)C(=O)C=C1O.CN(C)C=O.CN(C)C=O.COCCOC

[3]
Entry from OMol25: a molecular structure, C34H41BrF5GeInN5O4S (ωB97M-V/def2-TZVPD).

Geometry as ORCA input:
```
! wB97M-V def2-TZVPD RIJCOSX def2/J DEFGRID3
* xyz 0 2
C 0.460 3.273 2.457
H -2.193 -1.450 -1.114
H 0.495 1.761 4.740
H 4.837 -2.343 3.514
C 0.164 1.070 -2.747
H -0.103 0.295 -6.020
O 0.651 0.832 2.217
H -2.571 2.164 -0.337
C 0.545 -2.441 0.367
H -2.076 0.987 -1.571
H -1.823 -3.569 3.281
H 0.396 4.729 -4.130
C -3.965 0.021 -6.656
C 0.526 3.529 -2.385
C -2.911 -1.274 -0.313
C -0.058 0.175 -4.947
F 2.827 -2.811 0.845
F 2.210 -2.997 -1.231
C -1.113 -1.904 4.451
F -0.363 -2.882 -0.591
C 1.837 -3.208 0.039
C -4.559 0.229 -5.419
H 2.569 2.393 1.023
H 0.055 -3.183 5.759
H 3.202 3.001 2.560
C -2.162 -2.962 4.121
H -2.542 -0.501 5.294
H 0.273 3.365 1.389
C -2.787 1.186 -0.770
H 0.775 4.334 -1.708
H -2.636 2.736 -4.238
C -2.880 0.797 -7.020
C 1.465 1.823 4.241
H -2.769 -2.047 0.442
H 2.016 2.658 4.677
C -3.814 0.359 1.328
H -0.498 3.237 2.977
H -4.786 0.302 0.836
H 0.571 -3.196 4.061
In 0.733 -0.147 0.286
C 5.349 -1.426 3.213
N -0.480 3.048 -5.788
S 2.919 0.257 -0.922
H -3.918 -1.361 -0.728
C -2.707 0.104 0.304
H -0.066 -1.964 -4.996
C 5.339 -1.304 1.718
C 0.197 -2.567 4.869
F 1.696 -4.532 0.198
N -1.254 2.483 -6.595
C 4.262 -0.587 -0.156
H 1.000 4.158 2.798
H 2.012 0.899 4.432
H 0.068 -2.170 -2.524
C -0.001 1.295 -4.110
H -2.342 -3.614 4.978
H 4.818 -0.586 3.656
C -0.077 2.676 -4.577
C -2.368 1.744 -6.135
C -4.094 1.208 -4.551
Ge -1.192 0.547 2.848
H 6.959 -2.081 -1.119
C 0.057 -1.199 -2.994
H -3.104 -2.483 3.844
H -3.789 1.206 -1.202
C 2.663 2.177 2.087
H -1.815 -1.596 6.480
C -0.027 -1.075 -4.383
H -2.400 0.669 -7.981
C 6.215 -1.683 -0.437
C 1.301 2.027 2.738
O -1.417 0.151 0.933
C -1.618 -1.007 5.583
N 0.166 -0.150 -2.197
H -3.790 -0.393 2.120
C 6.356 -1.828 0.929
H 7.211 -2.326 1.363
H -4.588 1.374 -3.605
Br -6.037 -0.824 -4.912
H -0.875 -0.245 5.827
C -2.995 1.966 -4.908
F 0.110 -2.973 1.535
H -4.354 -0.730 -7.327
H 0.947 -1.804 5.083
O 0.438 2.016 -0.599
H 3.248 1.263 2.186
N 4.299 -0.683 1.173
H 6.366 -1.465 3.600
H -3.713 1.343 1.785
N 5.176 -1.075 -0.998
C 0.374 2.206 -1.812
O -0.852 -1.164 3.273
C 0.328 3.738 -3.703
*
```

Energy above the lowest of the compared OMol25 structures with the same formula, charge and spin: 31.4 kJ/mol
Gap between HOMO and LUMO (alpha / beta): 5.87 / 4.92 eV
Electronic energy: -207720.177 eV
LUMO energy (alpha / beta): -1.8 / -2.8 eV

[4]
Entry from OMol25: a molecular structure, C34H41ClN7PmS2 (ωB97M-V/def2-TZVPD).

Geometry as ORCA input:
```
! wB97M-V def2-TZVPD RIJCOSX def2/J DEFGRID3
* xyz 2 5
H -6.714 -1.380 1.742
H -0.382 -6.265 3.218
C 0.318 4.087 -3.177
C -0.259 -3.097 0.497
C 1.726 -1.611 -2.254
C -6.994 -0.363 1.478
H -5.743 1.040 4.387
C -1.757 -0.846 -3.406
C -1.981 -1.864 1.366
C 1.731 -1.254 2.306
N -0.877 -1.914 0.589
H -5.854 2.642 -1.606
H -7.911 1.985 2.345
Pm 0.058 0.255 -0.262
H 3.315 4.799 -1.859
H -0.945 2.536 -2.448
C 0.702 0.902 2.653
H -5.862 -0.673 3.971
H -2.989 -5.925 4.727
C -1.326 -6.562 2.767
C -3.600 -5.821 2.023
H -1.142 -6.949 1.769
C -0.666 -4.241 1.161
H -3.837 2.856 -3.040
C 2.697 -0.669 1.493
H -1.661 -2.068 -5.016
C 1.673 1.498 1.837
C -2.315 -5.393 2.754
C -5.250 1.766 -1.824
C 1.533 4.745 -3.031
C -2.645 -5.032 4.211
H -3.385 -6.084 0.990
H -3.387 2.735 -1.326
C -1.775 -4.195 2.008
C -3.992 1.822 1.668
C -6.206 0.679 2.289
H -4.342 -5.026 2.031
H -4.027 -6.690 2.517
H 0.608 -3.131 -0.158
N -1.266 -0.419 -2.263
H 2.635 2.923 -0.417
C 1.985 3.245 -1.216
C -4.057 -0.538 1.762
H -1.738 -7.374 3.362
H -4.587 -1.464 1.903
N -1.954 0.645 -1.757
H -6.780 2.382 1.057
H -8.055 -0.252 1.692
C -2.426 -2.965 2.087
H 3.513 -1.263 1.104
N -1.280 -1.858 -4.109
C -2.707 -0.574 1.438
H -7.321 0.308 4.094
C 2.677 0.707 1.263
N 0.819 2.593 -1.351
C -2.662 1.709 1.304
H 1.797 -2.306 2.545
H -6.412 2.802 2.741
H -4.431 2.801 1.762
H -3.432 -4.287 4.289
N 1.672 -0.825 -1.364
H 1.808 5.572 -3.666
S -3.165 0.073 -3.926
H 0.031 -0.927 3.576
Cl -0.823 4.541 -4.376
H 1.730 2.583 1.786
C -3.822 2.193 -2.169
H -1.758 -4.663 4.724
N -2.005 0.550 1.174
H -0.112 -5.154 1.015
H -5.708 1.251 -2.663
C -2.957 1.026 -2.484
C -6.856 2.052 2.091
H -6.845 -0.223 0.409
H -3.282 -2.864 2.733
H 0.001 1.526 3.198
S 1.771 -2.670 -3.423
H 3.501 1.159 0.725
H -5.244 1.107 -0.958
C 0.732 -0.475 2.883
C 2.369 4.308 -2.019
C -6.280 0.313 3.782
H -0.383 -2.282 -3.850
C -4.747 0.668 1.890
C 0.013 3.026 -2.329
H -2.076 2.605 1.118
*
```

Energy above the lowest of the compared OMol25 structures with the same formula, charge and spin: 0.0 kJ/mol
Gap between HOMO and LUMO (alpha / beta): 8.16 / 8.20 eV
Electronic energy: -97094.287 eV
LUMO energy (alpha / beta): -5.5 / -5.4 eV

[5]
Entry from OMol25: a molecular structure, C34H41FeN3O2P2S (ωB97M-V/def2-TZVPD).

Geometry as ORCA input:
```
! wB97M-V def2-TZVPD RIJCOSX def2/J DEFGRID3
* xyz 2 5
H -2.289 -4.630 -4.189
C 0.796 -4.913 -2.825
C -3.714 0.440 2.429
C -6.320 0.523 3.434
P -1.970 0.300 1.915
H -5.583 -0.719 5.019
H -2.981 0.935 -0.246
C -0.384 -3.028 -1.892
H 2.237 5.228 -2.206
O 2.870 0.303 -0.279
C 1.193 -2.373 2.954
H 1.995 -1.999 3.577
C 0.201 0.647 -5.192
C 5.207 1.172 2.302
H 5.995 1.730 1.799
H 0.149 0.648 -6.281
H -1.366 -4.589 3.025
C 1.684 4.355 -1.911
C 0.048 4.456 2.332
N 4.454 0.357 1.342
H 1.603 -3.629 -1.316
H 4.158 -1.532 0.496
C -4.049 -0.236 3.603
H 5.660 0.508 3.033
H 2.794 2.550 -2.490
C 0.329 -3.339 3.444
H 5.857 -1.104 0.799
C -6.005 1.192 2.258
O 1.664 -0.309 -3.226
H -3.288 -0.804 4.125
N 0.896 2.300 -1.492
H -0.013 5.274 -1.004
H 2.533 -0.349 -6.654
H 0.593 1.596 -4.825
C 1.019 -1.878 1.670
H 0.704 1.136 2.162
H -1.919 5.309 2.380
H 3.309 1.959 0.823
H -0.891 2.986 -0.519
C -0.700 -3.826 2.646
C -1.265 1.989 2.112
C -2.050 -0.960 -0.684
C 1.942 3.030 -2.038
C -0.020 -2.344 0.875
C 0.754 -3.833 -1.959
H -2.733 -1.699 -0.258
C 3.516 0.905 0.610
H 0.459 -3.723 4.448
C 4.839 -1.044 1.184
C 0.130 2.060 2.166
C -0.873 -3.333 1.364
C -1.339 4.399 2.296
C -5.341 -0.191 4.106
H -0.785 0.445 -4.780
H 4.796 -1.534 2.156
C -1.990 3.174 2.189
H -0.269 -6.046 -4.302
C -1.432 -4.403 -3.571
H -3.072 3.148 2.187
C 0.783 3.278 2.269
C -0.298 -5.197 -3.633
P -0.343 -1.623 -0.751
H -1.675 -3.720 0.746
H 0.550 5.408 2.447
H -4.495 1.688 0.845
C 0.032 3.191 -1.035
N 0.467 4.432 -1.278
H -7.329 0.558 3.822
S 1.302 -0.658 -4.666
H 1.678 -5.538 -2.865
H -2.380 -2.724 -2.660
C -4.713 1.151 1.761
H -6.769 1.746 1.729
C -2.092 0.376 0.054
H 3.559 -0.839 -5.286
C -1.478 -3.318 -2.704
H 1.865 3.317 2.336
H 1.689 -1.114 1.293
Fe 1.222 0.217 -1.372
C 2.746 -0.187 -5.597
H 2.986 0.858 -5.403
H -2.356 -0.806 -1.722
H -1.232 0.966 -0.272
H 4.539 1.854 2.823
*
```

Energy above the lowest of the compared OMol25 structures with the same formula, charge and spin: 0.0 kJ/mol
Gap between HOMO and LUMO (alpha / beta): 8.72 / 7.78 eV
Electronic energy: -108277.550 eV
LUMO energy (alpha / beta): -4.1 / -5.0 eV